1.
Formula: C2H6F3N4P3
Source: OMol25
Level of theory: ωB97M-V with the def2-TZVPD basis set

CARTESIAN COORDINATES (ANGSTROEM)
C 0.831 0.779 0.246
C -0.660 -0.954 -0.745
N -0.955 -1.465 4.733
N 0.976 -1.141 2.932
N -1.941 -1.103 2.120
N 0.302 -0.608 0.284
F -2.588 -3.135 3.744
F -3.398 -1.014 4.190
F 0.163 -2.907 1.308
P 0.618 -1.225 4.531
P -2.068 -1.609 3.603
P 0.026 -1.340 1.708
H 0.023 1.676 0.111
H 1.373 0.925 1.217
H 1.480 0.827 -0.762
H -0.062 -0.828 -1.683
H -1.095 -2.016 -0.389
H -1.582 -0.277 -0.650

For the HOMO energy, the calculation gives -10.106 eV. For the relative energy (zero: lowest compared OMol25 entry of this formula, charge and spin), the calculation gives 36.6 kcal per mole. The LUMO energy is -0.75 eV. The calculation puts the molecular weight at 236.01 g/mol. The calculation puts the orbital gap at 0.34384 Eh. The calculation puts the total energy at -44153.9239 eV.

2.
Formula: F8Na4O2P2
Source: OMol25
Level of theory: ωB97M-V with the def2-TZVPD basis set

CARTESIAN COORDINATES (ANGSTROEM)
Na 0.397 3.644 -4.059
Na 1.987 0.064 2.075
Na 2.460 -1.136 -4.156
Na -1.880 -1.134 -1.406
P -1.284 -0.979 2.102
F -0.714 -2.356 2.629
F -0.468 -0.174 3.338
F 0.019 -0.854 1.134
F -1.861 0.367 1.320
F -2.048 -1.860 1.007
F -2.640 -1.080 3.046
O 1.633 1.351 0.084
P 1.218 1.202 -1.323
O 1.203 2.297 -2.340
F -0.266 0.551 -1.332
F 2.242 0.097 -2.118

For the HOMO energy, the calculation gives -16.888 eV. The charge is +2. The LUMO energy is -7.95 eV. The calculation puts the molecular weight at 337.89 g/mol. The calculation puts the orbital gap at 0.32861 Eh. The calculation puts the total energy at -62078.2025 eV.

3.
Formula: C28H53O2PSe2Si2Sr
Source: OMol25
Level of theory: ωB97M-V with the def2-TZVPD basis set

CARTESIAN COORDINATES (ANGSTROEM)
O -0.470 -1.411 -0.853
O -2.233 -0.212 -4.491
C 0.572 -2.214 -1.483
C 1.027 -3.370 -0.618
H 1.396 -1.519 -1.673
H 0.158 -2.547 -2.443
H 1.278 -3.068 0.407
H 1.928 -3.790 -1.069
H 0.283 -4.171 -0.594
C -1.551 -2.187 -0.225
C -2.481 -2.811 -1.247
H -2.064 -1.503 0.469
H -1.073 -2.957 0.401
H -2.778 -2.094 -2.027
H -3.385 -3.134 -0.717
H -2.027 -3.698 -1.707
C -3.315 0.732 -4.685
C -2.174 -1.229 -5.507
C -4.483 0.480 -3.753
H -3.681 0.673 -5.730
H -2.904 1.738 -4.519
H -4.956 -0.486 -3.975
H -5.226 1.267 -3.914
H -4.183 0.508 -2.699
C -3.419 -2.090 -5.575
H -1.280 -1.811 -5.264
H -2.021 -0.745 -6.486
H -3.714 -2.479 -4.594
H -3.214 -2.940 -6.229
H -4.256 -1.536 -6.016
H -0.656 0.292 -3.058
Sr 0.218 0.544 0.468
C -0.141 1.275 -2.957
Si 0.600 1.870 -4.619
H -0.897 2.001 -2.626
H 0.666 1.220 -2.203
C 1.474 0.437 -5.461
C 1.868 3.252 -4.463
C -0.576 2.546 -5.930
C 2.708 0.213 -0.344
Si 3.778 1.191 0.812
H 2.825 0.497 -1.409
H 2.882 -0.876 -0.271
C 4.614 2.598 -0.123
C 5.136 0.176 1.650
C 2.843 2.085 2.196
H -0.026 2.615 -6.882
H -0.917 3.560 -5.680
H -1.458 1.922 -6.111
H 2.361 0.129 -4.893
H 1.809 0.745 -6.463
H 0.811 -0.429 -5.577
H 2.518 3.148 -3.589
H 1.383 4.236 -4.413
H 2.513 3.256 -5.355
H 5.622 -0.525 0.956
H 4.739 -0.417 2.488
H 5.917 0.842 2.050
H 2.348 1.418 2.918
H 2.107 2.815 1.818
H 3.597 2.665 2.755
H 5.458 2.989 0.463
H 3.900 3.422 -0.284
H 4.984 2.272 -1.105
Se -2.037 0.126 2.668
P -0.570 -0.456 4.222
Se 1.062 -1.183 2.904
C -0.049 0.958 5.264
C 0.539 0.730 6.518
C 0.883 1.822 7.322
C 0.760 3.126 6.823
C 0.266 3.334 5.527
C -0.164 2.255 4.759
C -1.146 -1.605 5.543
C -0.495 -2.819 5.797
C -0.920 -3.633 6.851
C -2.006 -3.259 7.648
C -2.642 -2.036 7.410
C -2.223 -1.216 6.361
H 0.709 -0.289 6.883
H 1.248 1.645 8.334
H 1.057 3.977 7.442
H 0.212 4.343 5.122
H -0.612 2.406 3.776
H 0.351 -3.110 5.175
H -0.414 -4.578 7.041
H -2.363 -3.921 8.445
H -3.469 -1.719 8.048
H -2.739 -0.275 6.172

For the HOMO energy, the calculation gives -6.742 eV. For the relative energy (zero: lowest compared OMol25 entry of this formula, charge and spin), the calculation gives 7.3 kcal per mole. The LUMO energy is -0.18 eV. The calculation puts the molecular weight at 754.42 g/mol. The calculation puts the orbital gap at 0.24108 Eh. The calculation puts the total energy at -190566.2967 eV.

Quick rundown of F_max, same order as above: 5.020; 4.090; 1.189 eV Å⁻¹